No. 1
C5H5NO in the gas phase in a non-equilibrium geometry. Source: the OMol25 dataset; level of theory: wB97M-V/def2-TZVPD.

SMILES   C#C[C@@H](C#N)CO
Multiplicity   1
E_tot   -8800.294 eV
Energy relative to the best compared isomer or geometry (same formula, charge and spin)   3.125 eV
LUMO level   0.01678 hartree
Charge   0

Structure (XYZ):
```
12
Properties=species:S:1:pos:R:3:forces:R:3:nbo_charge:R:1
C 1.247080 1.959037 0.005614 -0.521 -0.303 -0.248 -0.148
C 0.493904 1.086317 -0.351317 0.682 0.502 0.320 -0.057
C 0.188748 -0.362053 -0.438161 0.041 -0.051 -0.003 -0.400
C 1.440200 -0.868611 0.188233 0.911 -0.178 0.380 0.285
N 2.500404 -0.963988 0.645346 -1.258 -0.522 -0.419 -0.307
C -1.129336 -0.773145 0.258500 0.230 -0.207 0.215 -0.039
O -2.242864 -0.303677 -0.459100 0.046 0.296 0.029 -0.701
H 2.032670 2.577616 0.379837 -0.339 0.346 -0.178 0.246
H 0.135406 -0.713738 -1.475277 0.035 0.139 0.141 0.273
H -1.123570 -0.424260 1.300204 0.019 -0.018 -0.183 0.178
H -1.218994 -1.862005 0.265810 0.159 0.101 -0.001 0.195
H -2.323646 0.648509 -0.319686 -0.005 -0.104 -0.053 0.475
```
Positions in Å, forces in eV/Å.



No. 2
A molecular structure, C32H58Br2LiN8OSi4. Source: the OMol25 dataset; level of theory: wB97M-V/def2-TZVPD.

Multiplicity   1
E_tot   -219901.367 eV
Energy relative to the best compared isomer or geometry (same formula, charge and spin)   0.000 eV
LUMO level   0.07743 hartree
Charge   -1

Structure (XYZ):
```
106
Properties=species:S:1:pos:R:3:forces:R:3:nbo_charge:R:1
Li -1.224377 -0.153652 0.068740 0.419 -0.188 -0.063 0.858
C -2.138776 -1.217531 -3.319794 -0.006 -0.068 -0.017 -0.646
C -2.806284 0.037351 -2.849842 0.038 -0.038 -0.089 0.224
C -3.622985 0.771023 -3.737929 -0.043 0.070 0.017 -0.255
C -4.213132 1.924342 -3.319795 0.001 -0.018 -0.027 -0.161
C -4.004062 2.375696 -1.997853 0.029 -0.012 0.001 -0.043
C -4.554799 3.555618 -1.452002 -0.077 0.109 0.022 -0.163
Br -5.678976 4.677648 -2.508670 0.016 -0.017 0.013 -0.004
C -4.295970 3.915564 -0.157346 -0.051 0.041 -0.098 -0.210
C -3.478478 3.120931 0.641206 -0.031 0.074 0.107 -0.235
Br -3.159860 3.645940 2.436165 -0.013 0.015 0.017 0.021
C -2.873657 1.937277 0.199356 -0.066 0.130 -0.052 0.435
O -2.124440 1.210595 0.904403 -0.070 -0.097 0.316 -0.821
C -3.173303 1.578592 -1.178296 -0.124 0.119 -0.053 0.059
N -2.596354 0.430719 -1.618031 0.045 -0.038 0.116 -0.471
H -1.575214 -1.030753 -4.234075 0.048 0.004 -0.060 0.217
H -2.882882 -1.987226 -3.540871 -0.007 -0.034 -0.018 0.207
H -1.466944 -1.583304 -2.549611 0.012 -0.018 0.004 0.246
H -3.762777 0.412642 -4.749204 0.004 -0.020 -0.033 0.208
H -4.836300 2.503500 -3.988609 0.009 0.003 0.013 0.222
H -4.723379 4.821208 0.252251 0.010 -0.019 -0.006 0.230
C 2.603730 -3.903690 -2.289494 -0.010 0.049 -0.034 -0.405
C 2.312918 -2.420176 -2.404862 0.074 -0.035 -0.203 -0.211
N 1.097501 -2.083608 -1.694396 0.235 0.047 -0.034 -0.647
C 0.177345 -2.957899 -1.222106 0.105 -0.084 -0.111 0.626
N -0.770781 -2.489329 -0.481757 -0.288 0.130 0.282 -0.654
C -1.840408 -3.388675 -0.100716 -0.050 -0.113 -0.086 -0.223
C -1.443720 -4.858143 -0.081443 -0.016 0.041 -0.019 -0.422
C -0.778043 -5.189015 -1.400166 -0.110 -0.093 0.036 -0.193
N 0.324054 -4.280069 -1.601805 0.008 0.073 0.079 -0.461
C 1.318969 -4.654239 -2.579036 0.097 0.022 -0.107 -0.198
H 2.939158 -4.151077 -1.280889 0.016 -0.007 0.039 0.212
H 3.384488 -4.188953 -2.995197 0.013 0.008 -0.012 0.211
H 2.211738 -2.152137 -3.464845 0.057 -0.085 0.135 0.190
H 3.132025 -1.823763 -1.997698 -0.060 -0.016 -0.114 0.217
H 1.019989 -1.155470 -1.285520 -0.017 0.082 -0.015 0.450
H -2.694714 -3.247437 -0.777185 -0.033 -0.023 -0.016 0.179
H -2.192250 -3.107572 0.885608 -0.112 0.072 0.199 0.189
H -2.314572 -5.495736 0.076763 -0.035 0.001 0.022 0.208
H -0.734467 -5.037593 0.731576 -0.007 -0.012 -0.009 0.205
H -1.507944 -5.116651 -2.221651 0.008 -0.030 0.025 0.172
H -0.381124 -6.209845 -1.403459 -0.029 0.081 0.003 0.193
H 0.978595 -4.438994 -3.605067 0.032 -0.032 0.030 0.174
H 1.467704 -5.734264 -2.502750 -0.002 0.026 0.000 0.196
C 4.947454 0.687390 -0.339674 -0.163 -0.002 0.077 -1.113
Si 3.282539 0.367945 0.523502 0.123 -0.050 0.069 1.250
C 3.199108 -1.534921 0.725948 0.042 0.132 -0.014 -1.114
C 3.549361 0.896391 2.332008 -0.031 -0.046 -0.195 -1.100
Si 1.279780 1.264347 -0.349652 0.020 0.134 -0.081 -0.757
Si 1.406568 3.437206 0.595875 0.057 0.070 0.024 1.308
C 3.121434 4.266842 0.514267 -0.240 -0.099 0.011 -1.113
C 0.245107 4.709310 -0.195590 0.079 -0.184 -0.004 -1.110
C 0.873391 3.467964 2.408718 0.143 0.034 -0.162 -1.117
Si 1.524111 1.888860 -2.620741 -0.011 -0.039 -0.119 1.262
C 2.908821 3.071385 -3.170856 -0.146 -0.109 0.076 -1.111
C 1.702493 0.449212 -3.856871 0.047 0.179 0.112 -1.109
C -0.117304 2.661372 -3.185023 0.164 -0.171 0.043 -1.110
H 5.767970 0.207256 0.198454 0.053 -0.044 0.050 0.214
H 5.152307 1.755100 -0.392916 0.023 0.147 0.001 0.231
H 4.945910 0.308508 -1.361008 -0.024 -0.061 -0.143 0.219
H 3.724144 -1.833242 1.635294 0.066 0.011 0.078 0.219
H 3.671045 -2.062850 -0.100433 0.064 -0.072 -0.052 0.207
H 2.171830 -1.884145 0.802203 -0.157 -0.061 0.043 0.236
H 4.377464 0.335761 2.770568 0.077 -0.061 -0.020 0.215
H 2.659087 0.682780 2.918396 -0.181 -0.049 0.120 0.221
H 3.763025 1.953155 2.442051 0.032 0.249 0.017 0.226
H 3.468908 4.313153 -0.512967 0.071 0.023 -0.215 0.224
H 3.870460 3.722176 1.079872 0.146 -0.133 0.141 0.219
H 3.083734 5.285714 0.902862 -0.054 0.113 0.068 0.217
H 0.627339 5.072968 -1.145244 0.055 0.043 -0.225 0.219
H 0.138795 5.567737 0.469915 0.028 0.051 0.082 0.221
H -0.745685 4.294773 -0.363845 -0.197 -0.069 -0.036 0.237
H 1.569661 2.960109 3.066883 0.157 -0.167 0.151 0.221
H -0.094030 2.989494 2.493005 -0.293 -0.154 0.046 0.243
H 0.764409 4.496079 2.759218 0.035 0.104 -0.009 0.218
H 3.886525 2.630888 -2.979090 0.119 -0.059 0.035 0.224
H 2.864387 4.013749 -2.633640 -0.021 0.195 0.093 0.224
H 2.837028 3.291184 -4.238355 -0.034 -0.021 -0.092 0.215
H 2.725510 0.083694 -3.912160 0.168 -0.092 0.022 0.214
H 1.424741 0.802117 -4.851220 0.001 0.097 -0.101 0.217
H 1.051327 -0.381692 -3.609712 -0.192 -0.136 0.031 0.221
H -0.250951 3.673048 -2.829986 -0.041 0.349 0.166 0.232
H -0.953888 2.075289 -2.809797 -0.086 -0.070 0.029 0.235
H -0.182239 2.678200 -4.274753 0.053 -0.001 -0.105 0.213
C -0.682326 0.315729 3.746291 0.139 0.258 -0.083 -0.081
N -1.045038 -0.711357 2.775718 -0.080 -0.146 -0.167 -0.477
C -0.288510 -1.916395 3.083836 0.033 -0.060 0.008 -0.078
N -0.555777 -2.409291 4.441139 0.046 -0.045 0.008 -0.477
C -0.202675 -1.336641 5.373334 0.126 -0.039 0.143 -0.077
N -0.948238 -0.107422 5.127290 0.046 0.056 0.018 -0.472
C -2.370702 -0.410835 5.239691 -0.140 0.063 0.130 -0.078
N -2.793507 -1.449394 4.300274 -0.021 -0.017 -0.005 -0.476
C -2.473159 -0.972408 2.949809 -0.092 0.073 0.051 -0.082
C -1.994244 -2.644891 4.557934 -0.077 -0.156 0.052 -0.076
H -1.251880 1.216212 3.522267 -0.013 0.063 -0.023 0.226
H 0.379952 0.534716 3.647544 0.087 0.071 -0.030 0.199
H 0.776285 -1.695102 2.993670 0.051 0.004 -0.032 0.204
H -0.537427 -2.694320 2.363560 -0.030 -0.089 -0.078 0.197
H 0.865751 -1.127481 5.275722 -0.014 -0.006 0.020 0.196
H -0.404645 -1.676177 6.394017 0.018 0.005 -0.015 0.184
H -2.942208 0.497647 5.037202 0.000 -0.011 0.015 0.203
H -2.584353 -0.746789 6.259706 0.002 0.020 -0.025 0.182
H -3.011526 -0.047239 2.752799 -0.012 0.033 -0.039 0.230
H -2.801883 -1.720240 2.235976 -0.042 -0.160 -0.162 0.185
H -2.281670 -3.422329 3.843288 0.002 0.013 0.020 0.188
H -2.211139 -3.002145 5.569335 0.004 -0.009 -0.021 0.186
```
Positions in Å, forces in eV/Å.



No. 3
2 unconnected molecules or ions with the total composition C39H49N4O4S in a non-equilibrium geometry. Source: the OMol25 dataset; level of theory: wB97M-V/def2-TZVPD.

Multiplicity   1
E_tot   -66216.695 eV
LUMO level   -0.17038 hartree
Charge   +1

Structure (XYZ):
```
97
Properties=species:S:1:pos:R:3:forces:R:3:mulliken_charge:R:1
C -6.406102 -3.947185 1.035332 0.464 0.033 -0.327 -0.776
O -5.349272 -4.638851 0.341201 -0.427 0.618 -0.473 -0.415
C -4.379739 -3.902068 -0.268195 0.840 -0.451 -0.316 0.699
C -4.237773 -2.510709 -0.239748 -0.090 -0.009 0.687 -0.801
C -2.980532 -1.947398 -0.459737 -0.284 -0.308 -0.827 0.028
C -2.733325 -0.513371 -0.075953 -0.269 0.477 -0.207 -0.933
C -1.992512 -0.395686 1.272257 0.225 -0.964 0.108 0.278
C -2.881697 -0.850002 2.423437 -0.220 -1.474 0.531 0.116
O -3.310006 -1.987825 2.618565 0.650 1.744 -0.449 -0.690
N -3.095746 0.221255 3.231622 0.145 -0.099 -0.431 0.366
C -3.950989 0.102069 4.394725 -0.093 0.391 0.342 -1.026
C -2.450145 1.472260 2.803493 -0.500 0.013 0.492 0.060
C -3.517596 2.483476 2.351077 -0.027 -0.082 -0.254 -1.481
C -1.602241 2.018813 3.957908 0.194 -0.262 -0.074 -1.527
N -1.632816 0.974430 1.650680 1.298 1.163 -1.551 0.581
C -0.701821 1.633135 0.920200 -0.752 -1.469 1.276 0.203
C -0.316733 2.958436 1.124070 0.611 1.235 -0.017 0.014
C 0.738769 3.683757 0.561390 -0.986 -0.700 0.253 -0.274
C 0.739202 5.138392 0.647080 -0.368 1.532 0.422 0.219
C 1.418310 6.006292 -0.266018 -0.032 -0.661 0.521 -0.224
C 1.380164 7.396623 -0.109172 -0.172 -0.172 0.105 -0.636
C 0.660710 7.984934 0.939161 -0.132 -0.469 -0.185 -0.365
C -0.091451 7.168641 1.789911 0.126 -0.341 -0.214 -0.715
C -0.057011 5.785094 1.643538 0.222 -0.088 -0.215 -0.206
C -1.938724 -2.709077 -0.993714 0.540 -0.115 0.279 -0.689
C -2.085302 -4.093686 -1.151010 -0.920 -0.072 -0.021 0.518
O -1.111613 -4.992743 -1.477038 0.152 0.568 -0.504 -0.425
C 0.116455 -4.520074 -2.061423 -0.549 0.096 0.319 -0.835
C -3.353127 -4.665879 -0.883195 0.308 -0.201 0.876 0.775
O -3.535035 -6.013921 -1.056109 0.186 0.023 0.439 -0.528
C -3.108074 -6.829847 0.070585 -0.200 0.602 -0.492 -0.570
H -7.113867 -4.720209 1.340930 0.157 0.159 -0.072 0.263
H -6.002329 -3.429945 1.918572 -0.093 -0.081 -0.247 0.278
H -6.903009 -3.230125 0.365987 0.053 -0.194 0.213 0.327
H -5.069628 -1.873006 0.062193 0.316 -0.219 0.282 0.259
H -2.136219 0.006573 -0.842700 -0.194 -0.086 0.166 0.514
H -3.702010 0.005592 0.036179 0.358 -0.039 -0.195 0.263
H -1.074408 -1.012658 1.265290 -0.422 0.186 -0.066 0.159
H -4.308441 -0.925866 4.465650 0.151 0.117 -0.186 0.370
H -3.403275 0.338314 5.312751 -0.068 -0.023 -0.123 0.296
H -4.816383 0.768784 4.316453 0.101 -0.075 0.013 0.351
H -4.220464 1.999575 1.657241 0.229 0.174 0.167 0.334
H -4.083831 2.850409 3.218465 0.217 -0.142 -0.237 0.471
H -3.065823 3.343776 1.846080 -0.132 -0.105 0.120 0.342
H -0.972398 1.208466 4.350566 -0.096 0.294 -0.062 0.404
H -0.961951 2.844336 3.639032 -0.126 -0.120 0.184 0.382
H -2.265099 2.375670 4.758020 0.211 -0.107 -0.266 0.448
H -0.239306 1.061773 0.113629 -0.073 -0.116 0.242 0.666
H -1.002725 3.481465 1.781496 0.189 0.205 -0.437 -0.639
H 1.599636 3.188738 0.076347 -0.770 0.161 0.000 0.658
H 1.956612 5.560530 -1.107336 -0.055 0.191 0.312 0.412
H 1.895306 8.043409 -0.819464 -0.053 -0.294 0.167 0.386
H 0.641971 9.067105 1.074589 0.064 -0.321 -0.127 0.383
H -0.726196 7.602398 2.558659 0.219 -0.042 -0.091 0.398
H -0.659322 5.185896 2.332015 0.354 0.337 -0.161 0.401
H -0.995857 -2.219065 -1.248022 -0.134 -0.195 0.233 0.521
H 0.609868 -5.404712 -2.466371 -0.078 0.146 0.086 0.296
H -0.080589 -3.802501 -2.871058 0.038 -0.168 0.197 0.345
H 0.751975 -4.059857 -1.291242 -0.104 -0.036 -0.187 0.268
H -3.337697 -7.854512 -0.224175 0.086 0.121 0.174 0.273
H -2.029862 -6.694119 0.227948 -0.260 -0.126 0.034 0.221
H -3.679753 -6.532910 0.959900 0.195 -0.198 -0.151 0.212
C 5.395766 -2.039565 1.090962 0.112 -0.187 -0.091 -2.144
C 4.332275 -0.936896 0.964347 -0.070 -0.011 -0.143 2.157
C 2.963840 -1.596235 1.210216 -0.048 0.044 0.219 -1.750
C 4.663547 0.150915 1.990671 -0.145 -0.053 0.115 -1.755
C 4.377562 -0.274424 -0.445745 0.342 0.483 0.082 -0.125
C 4.508180 -1.319320 -1.524313 -0.210 -0.916 -0.032 -1.012
C 4.463130 -0.789088 -2.936174 0.057 0.427 -0.095 -0.772
N 3.506618 0.318015 -3.029481 0.534 -0.044 -0.611 0.234
C 2.980127 0.736529 -4.262579 -0.205 -0.442 0.239 -0.010
C 2.073032 1.783664 -4.111432 -0.202 0.047 -0.986 0.828
C 1.364932 2.272048 -5.213619 0.323 -0.388 0.169 -0.529
C 1.523725 1.643289 -6.454603 0.182 -0.020 0.243 -0.589
C 2.412120 0.571334 -6.595535 0.171 0.051 0.357 -0.656
C 3.168592 0.118524 -5.504589 -0.179 0.280 0.027 -0.803
S 1.930273 2.253840 -2.437281 -0.078 0.046 0.291 -0.134
C 3.026069 0.960479 -1.914209 0.156 -1.047 1.292 0.296
N 3.246254 0.657498 -0.669008 0.029 0.630 -1.347 -0.243
H 6.401354 -1.668688 0.861170 -0.108 0.006 0.012 0.405
H 5.420098 -2.438975 2.110382 -0.051 0.188 -0.049 0.469
H 5.191240 -2.895700 0.435608 0.021 0.190 0.146 0.424
H 2.142160 -0.921778 0.947270 0.088 -0.046 0.053 0.169
H 2.856694 -2.524934 0.630412 -0.002 0.279 0.085 0.342
H 2.863923 -1.873929 2.271152 0.039 0.089 -0.289 0.515
H 4.103964 1.068685 1.785374 0.030 -0.103 0.076 0.265
H 4.432295 -0.190164 3.007538 0.077 0.095 -0.150 0.435
H 5.738265 0.374342 1.940058 -0.260 0.062 0.049 0.419
H 5.288895 0.366180 -0.477485 -0.282 -0.336 0.106 0.449
H 5.435500 -1.877692 -1.371648 -0.079 0.176 -0.231 0.475
H 3.711350 -2.058669 -1.400102 -0.111 0.066 0.012 0.320
H 5.464241 -0.447380 -3.239004 -0.301 0.026 -0.106 0.294
H 4.131222 -1.570637 -3.626910 0.162 0.084 0.090 0.466
H 0.699593 3.115389 -5.086899 -0.106 -0.051 -0.098 0.415
H 0.951080 1.982552 -7.315361 0.138 -0.016 0.224 0.384
H 2.521863 0.075921 -7.561896 -0.019 0.193 0.307 0.386
H 3.871065 -0.707742 -5.609834 -0.222 0.241 -0.040 0.367
```
Positions in Å, forces in eV/Å.